## 1
{
  "formula": "C4H3ClOS2",
  "method": "ωB97M-V/def2-TZVPD",
  "symbols": ["C", "S", "H", "H", "H", "C", "Cl", "S", "C", "C", "O"],
  "xyz": [[1.27, -0.98, 0.90], [-2.27, 0.29, -0.23], [1.07, -1.94, 1.12], [-0.76, -0.69, -1.86], [-1.56, 2.04, -2.20], [-1.30, 1.43, -1.08], [2.15, 0.24, 1.80], [0.50, 1.15, -0.79], [-0.53, -1.28, -0.88], [0.48, -0.39, -0.12], [-0.82, -2.42, -0.54]],
  "nbo_charge": [-0.13, 0.10, 0.24, 0.13, 0.29, -0.49, 0.01, 0.42, 0.36, -0.38, -0.55],
  "gap_ev": 7.4,
  "multiplicity": 1
}

## 2
{
  "formula": "C4H3ClOS2",
  "method": "ωB97M-V/def2-TZVPD",
  "symbols": ["C", "C", "H", "H", "C", "O", "S", "C", "Cl", "H", "S"],
  "xyz": [[-1.28, -1.01, -0.35], [-0.60, 1.45, 0.00], [-1.59, 1.79, 0.60], [-1.15, -2.15, -0.46], [-0.30, 0.02, -0.41], [0.96, -0.11, -0.84], [0.54, 2.70, -0.13], [1.74, -0.62, 0.24], [-2.88, -0.59, 0.00], [1.23, -0.69, 1.36], [3.32, -0.80, -0.03]],
  "nbo_charge": [-0.23, -0.34, 0.25, 0.25, 0.17, -0.48, 0.07, -0.05, 0.06, 0.23, 0.07],
  "smiles": "S=CO/C(C=S)=C/Cl",
  "gap_ev": 7.5,
  "multiplicity": 1
}

Relative energy table, unit kcal/mol: 1 10.2; 2 0.0